Entry from OMol25: the molecule C20H22N2O3S (ωB97M-V/def2-TZVPD).

Structure (XYZ):
```
48
Properties=species:S:1:pos:R:3
C 1.0323 0.1729 -1.4221
H 1.4388 -0.3871 -0.5812
H 1.7674 0.1873 -2.2204
H 0.8545 1.1985 -1.1059
C -0.2710 -0.4591 -1.9037
N -1.2643 -0.3635 -0.8512
C -2.3792 0.3747 -0.9595
O -2.7350 0.9419 -1.9689
C -3.2420 0.4445 0.3010
H -4.0103 -0.3293 0.2399
H -3.7379 1.4148 0.3464
S -2.4034 0.1169 1.8747
C -1.2134 1.4153 2.0104
C -1.0053 2.3398 1.0482
C 0.0041 3.3665 1.1647
O 0.2298 4.1811 0.2862
N 0.7347 3.3750 2.3493
C 0.5368 2.4657 3.3566
C 1.2884 2.5133 4.5391
C 1.0866 1.5922 5.5416
C 0.1317 0.5903 5.4039
C -0.6172 0.5259 4.2535
C -0.4347 1.4496 3.2200
H -1.3658 -0.2423 4.1317
H -0.0209 -0.1277 6.1941
H 1.6774 1.6520 6.4433
H 2.0346 3.2776 4.6762
C 1.7408 4.4079 2.4808
H 1.7133 4.9918 1.5608
H 2.7327 3.9699 2.5992
H 1.5188 5.0596 3.3267
H -1.5609 2.3717 0.1254
H -1.0415 -0.7906 0.0371
C -0.1069 -1.9255 -2.3168
H -1.1002 -2.3538 -2.4701
H 0.3817 -2.4813 -1.5131
C 0.7008 -2.0889 -3.6106
C 0.7349 -3.5157 -4.0396
C 0.0050 -4.2023 -4.9639
C 0.4563 -5.5448 -4.9119
C 1.4232 -5.5743 -3.9583
O 1.5988 -4.3527 -3.4235
H 2.0391 -6.3670 -3.5828
H 0.1072 -6.3658 -5.5037
H -0.7540 -3.8031 -5.6049
H 1.7236 -1.7441 -3.4525
H 0.2452 -1.4931 -4.4021
H -0.6747 0.1154 -2.7442
```

As for the SMILES: C[C@@H](CCc1ccco1)NC(=O)CSc1cc(=O)n(C)c2ccccc12. The highest occupied orbital energy comes out at -0.311 Ha. Its HOMO-LUMO gap is 8.489 eV. The energy above the lowest of the compared OMol25 structures with the same formula, charge and spin comes out at 35.6 kJ/mol.

Entry from OMol25: the molecule C20H22N2O3S at a distorted geometry (ωB97M-V/def2-TZVPD).

Structure (XYZ):
```
48
Properties=species:S:1:pos:R:3
C 3.5290 -0.0179 0.9465
C 3.1970 1.3530 1.5169
H 3.7895 2.1324 1.0266
H 3.3669 1.3755 2.5958
O 1.8119 1.6584 1.3513
C 1.4567 2.3715 0.2691
O 2.2406 2.7985 -0.5476
C 0.0177 2.5998 0.1843
C -0.5831 3.5058 -0.6824
C -1.9543 3.4108 -0.4515
C -2.1622 2.4416 0.5400
N -0.9566 1.9556 0.9312
C -0.7662 0.8819 1.8639
H -0.1765 1.2084 2.7256
H -1.7483 0.5608 2.2220
C -0.0506 -0.3511 1.2808
O 0.5102 -1.1398 2.0046
N -0.1614 -0.4700 -0.0636
C 0.5883 -1.3802 -0.8518
C 1.3976 -0.8468 -1.8487
C 2.1789 -1.6846 -2.6179
C 2.1586 -3.0471 -2.3783
C 1.3347 -3.5923 -1.4045
C 0.5103 -2.7565 -0.6428
C -0.4479 -3.3222 0.3580
H -0.8042 -4.3005 0.0475
H -1.3036 -2.6611 0.4787
H 0.0339 -3.4163 1.3306
C 1.3313 -5.0750 -1.1817
H 0.3796 -5.5099 -1.4876
H 1.4841 -5.3049 -0.1290
H 2.1209 -5.5478 -1.7600
H 2.7885 -3.7001 -2.9647
H 2.8123 -1.2755 -3.3901
H 1.4186 0.2230 -2.0051
H -0.5067 0.3335 -0.5714
C -3.5240 2.2382 0.8567
C -4.3330 3.0458 0.1188
C -5.8156 3.1300 0.1631
H -6.2105 2.4279 0.8932
H -6.2411 2.9010 -0.8136
H -6.1329 4.1366 0.4340
S -3.4547 4.0819 -0.9921
H -3.8957 1.5428 1.5876
H -0.0620 4.1416 -1.3681
H 4.5618 -0.2641 1.1751
H 3.3959 -0.0225 -0.1329
H 2.8765 -0.7702 1.3834
```

As for the SMILES: CCOC(=O)c1cc2sc(C)cc2n1CC(=O)Nc1cccc(C)c1C. The highest occupied orbital energy comes out at -0.299 Ha. Its HOMO-LUMO gap is 8.668 eV. The energy above the lowest of the compared OMol25 structures with the same formula, charge and spin comes out at 2.7 kJ/mol.

Entry from OMol25: the molecule C20H22N2O4 at a distorted geometry (ωB97M-V/def2-TZVPD).

Structure (XYZ):
```
48
Properties=species:S:1:pos:R:3
C 4.3082 -0.2155 -0.9393
C 4.2758 -1.4407 -0.2577
H 5.2515 -1.7817 -0.1549
H 3.8526 -1.4115 0.6825
O 3.9743 -2.3926 -1.0714
C 2.5810 -2.7000 -1.1725
C 1.6555 -1.9538 -0.4655
C 0.2451 -1.9688 -1.0178
C -0.1728 -3.0224 -1.8522
C 0.7131 -3.8251 -2.3026
C 1.9812 -3.8384 -2.2306
H 2.8480 -4.3812 -2.7204
H 0.5111 -4.5052 -2.9416
H -1.3563 -3.2540 -1.9608
C -0.6528 -0.9652 -0.3412
O -0.4972 -0.7519 0.9731
N -1.6839 -0.5641 -0.8893
C -2.5333 0.4149 -0.6803
C -4.0404 0.4463 -1.1974
C -4.7944 1.3507 -0.8211
C -4.1908 2.6520 -0.3653
C -2.9259 2.4845 0.0622
C -2.1384 1.5331 -0.2167
C -0.6127 1.6139 0.0801
O 0.1445 1.6872 -1.2306
N -0.2222 2.2777 1.1986
C 1.3736 2.5237 1.5332
H 1.6596 2.2880 0.3299
C 1.8365 1.2951 2.5039
H 2.8156 1.5665 2.7371
O 1.0218 1.4819 3.5285
C -0.2134 1.3070 3.3402
H -0.8253 1.3042 4.3929
C -0.8069 2.2957 2.4944
H -1.8773 1.9651 2.2799
H -1.0274 3.1491 2.7668
H -0.3936 0.3431 2.9000
H 1.5701 0.2110 2.1782
H 1.4132 3.3950 1.7867
H -2.5293 3.4233 0.4092
H -4.9658 3.4496 0.0708
H -5.8052 1.1307 -1.0459
H -4.2088 -0.5662 -1.5373
H -1.7619 -1.0706 -1.8289
H 1.9028 -1.1057 -0.0948
H 4.8249 -0.1391 -1.8884
H 4.8548 0.6262 -0.2714
H 3.3316 0.2640 -1.0614
```

As for the SMILES: CCOc1cccc(C(=O)Nc2ccccc2C(=O)N2CCOCC2)c1. The highest occupied orbital energy comes out at -0.311 Ha. Its HOMO-LUMO gap is 8.318 eV. The energy above the lowest of the compared OMol25 structures with the same formula, charge and spin comes out at 1789.3 kJ/mol.

Entry from OMol25: the molecule C20H22N2O4 (ωB97M-V/def2-TZVPD).

Structure (XYZ):
```
48
Properties=species:S:1:pos:R:3
C 3.8874 5.6723 -3.0799
H 3.9108 4.8446 -3.7974
O 3.8375 5.2077 -1.7489
C 2.7069 4.4124 -1.4809
C 2.8110 2.9881 -2.0456
O 1.8483 2.3685 -2.4435
N 4.0924 2.5433 -2.0223
N 4.6180 1.4224 -2.6034
C 4.0412 0.2888 -2.5823
C 2.8374 -0.1749 -1.9061
C 2.0526 -1.1593 -2.4974
C 0.9001 -1.6093 -1.8842
C 0.5066 -1.1116 -0.6464
C 1.3044 -0.1251 -0.0308
C 2.4498 0.3198 -0.6609
H 3.0509 1.0520 -0.1441
O 1.0209 0.3962 1.2098
C -0.2259 1.0540 1.3338
H -0.3062 1.8681 0.6053
H -0.2432 1.4639 2.3424
H -1.0659 0.3694 1.1998
O -0.5929 -1.5251 0.0380
C -1.4407 -2.4918 -0.5389
C -2.5660 -2.8139 0.3962
C -2.6220 -2.4182 1.6647
C -3.6825 -2.6972 2.6219
C -4.8471 -3.3936 2.2945
C -5.8207 -3.6278 3.2459
C -5.6563 -3.1731 4.5444
C -4.5073 -2.4792 4.8849
C -3.5332 -2.2435 3.9341
H -2.6383 -1.7016 4.2058
H -4.3715 -2.1207 5.8951
H -6.4201 -3.3581 5.2853
H -6.7163 -4.1679 2.9742
H -4.9957 -3.7525 1.2877
H -1.8014 -1.8287 2.0513
H -3.3392 -3.4196 -0.0536
H -1.8526 -2.1179 -1.4896
H -0.8787 -3.4155 -0.7543
H 0.3090 -2.3631 -2.3802
H 2.3312 -1.5586 -3.4614
H 4.5602 -0.4520 -3.1829
H 4.8011 3.2516 -1.8523
H 1.7873 4.8722 -1.8649
H 2.6344 4.3395 -0.3909
H 4.8007 6.2571 -3.1674
H 3.0237 6.3079 -3.3044
```

As for the SMILES: COCC(=O)N/N=C\c1ccc(OC/C=C/c2ccccc2)c(OC)c1. The highest occupied orbital energy comes out at -0.300 Ha. Its HOMO-LUMO gap is 8.936 eV. The energy above the lowest of the compared OMol25 structures with the same formula, charge and spin comes out at 507.5 kJ/mol.

Entry from OMol25: the molecule C20H22N2O6S at a distorted geometry (ωB97M-V/def2-TZVPD).

Structure (XYZ):
```
51
Properties=species:S:1:pos:R:3
C 1.5575 -3.9944 1.3423
N 1.5910 -2.9723 0.3190
S 2.6541 -1.6935 0.6131
O 3.2171 -1.2530 -0.6256
O 3.5784 -2.1569 1.6096
C 1.6627 -0.3751 1.3147
C 1.5587 0.8237 0.6392
C 0.7160 1.8039 1.1273
C -0.0077 1.5763 2.2951
C 0.1678 0.3946 3.0072
C 0.9992 -0.5930 2.5065
H 1.1458 -1.5213 3.0362
H -0.3634 0.2542 3.9367
C -0.9335 2.6284 2.8153
O -0.8921 3.0508 3.9504
N -1.8114 3.1347 1.9021
C -2.1258 2.6324 0.6296
C -2.3464 3.5243 -0.4125
C -2.6707 3.0846 -1.6928
C -2.7670 1.7288 -1.8848
C -2.5678 0.8285 -0.8355
C -2.2538 1.2505 0.4303
H -2.1239 0.5496 1.2360
O -2.7734 -0.4448 -1.2841
C -3.1042 -0.3240 -2.6518
O -3.0817 1.0360 -3.0230
H -4.1118 -0.7375 -2.8234
H -2.3766 -0.8838 -3.2610
H -2.8387 3.7767 -2.5000
H -2.2613 4.5837 -0.2257
H -2.3094 3.9635 2.2030
H 0.6171 2.7435 0.6055
H 2.1312 0.9580 -0.2622
C 0.2793 -2.6804 -0.2212
H -0.2474 -3.6362 -0.2932
H -0.2956 -2.0221 0.4484
C 0.2643 -2.0428 -1.6096
C 1.3167 -2.5781 -2.5988
H 0.8687 -3.2845 -3.2963
C 1.8407 -1.3153 -3.2974
H 2.8554 -1.1108 -2.9650
C 0.9040 -0.2168 -2.7820
H 0.0383 -0.0965 -3.4542
H 1.3904 0.7501 -2.6578
O 0.4653 -0.6470 -1.5120
H 1.8168 -1.3899 -4.3827
H 2.1158 -3.0700 -2.0497
H -0.7491 -2.2129 -2.0182
H 0.7688 -3.8151 2.0821
H 1.3892 -4.9658 0.8743
H 2.5247 -3.9967 1.8363
```

As for the SMILES: CN(C[C@@H]1CCCO1)S(=O)(=O)c1ccc(C(=O)Nc2ccc3c(c2)OCO3)cc1. The highest occupied orbital energy comes out at -0.301 Ha. Its HOMO-LUMO gap is 8.440 eV. The energy above the lowest of the compared OMol25 structures with the same formula, charge and spin comes out at 210.6 kJ/mol.

Entry from OMol25: a structure of composition C20H22N4O3PSn (ωB97M-V/def2-TZVPD).

Structure (XYZ):
```
51
Properties=species:S:1:pos:R:3
Sn 0.4542 -0.1264 -1.0275
O -0.8617 0.1865 3.0498
C -0.7220 -0.0357 1.8732
N 0.4536 -0.1424 1.1824
C 1.6245 -0.0324 1.8922
O 1.7407 0.1111 3.0817
C 2.8689 -0.1493 1.0423
C 4.0860 -0.3590 1.6782
C 5.2259 -0.4774 0.9030
C 5.1168 -0.3404 -0.4747
C 3.8648 -0.1265 -1.0237
N 2.7672 -0.0588 -0.2781
C -1.9606 -0.2429 1.0260
C -3.1864 -0.3578 1.6742
C -4.3179 -0.6017 0.9159
C -4.1937 -0.6869 -0.4661
C -2.9407 -0.5267 -1.0285
N -1.8524 -0.3242 -0.2941
H 4.1006 -0.4356 2.7553
H 6.1828 -0.6740 1.3600
H 5.9848 -0.3962 -1.1131
H 3.7169 -0.0177 -2.0911
H -3.2153 -0.2623 2.7502
H -5.2784 -0.7281 1.3890
H -5.0506 -0.8748 -1.0937
H -2.7808 -0.5882 -2.0985
C -2.6476 2.9422 -0.7408
P -0.9047 3.4844 -0.6338
C -0.6112 4.6018 -2.0416
C -0.7970 4.5182 0.8591
O 0.0453 2.3265 -0.6411
H -3.3110 3.7928 -0.8649
H -2.9061 2.4151 0.1753
H -2.7579 2.2652 -1.5848
H -1.3901 5.3558 -2.0944
H -0.5869 4.0310 -2.9667
H 0.3514 5.0919 -1.9134
H -1.6052 5.2459 0.8518
H 0.1545 5.0448 0.8755
H -0.8706 3.8989 1.7498
C 0.5944 -5.4298 -0.5027
C -0.6113 -4.7586 -0.3881
C -0.6170 -3.3832 -0.5205
N 0.4803 -2.6744 -0.7554
C 1.6382 -3.3189 -0.8352
C 1.7470 -4.6921 -0.7203
H 0.6345 -6.5028 -0.4161
H -1.5314 -5.2914 -0.2142
H -1.5357 -2.8226 -0.4424
H 2.5065 -2.6988 -1.0044
H 2.7056 -5.1746 -0.8135
```

As for the net charge: +1. The highest occupied orbital energy comes out at -0.417 Ha. Its HOMO-LUMO gap is 8.566 eV. The energy above the lowest of the compared OMol25 structures with the same formula, charge and spin comes out at 0.0 kJ/mol.

Entry from OMol25: the molecule C20H22N4O3S at a distorted geometry (ωB97M-V/def2-TZVPD).

Structure (XYZ):
```
50
Properties=species:S:1:pos:R:3
O -4.7816 -1.3630 -0.6272
C -3.5951 -1.3232 -0.4363
O -2.9691 -0.4459 0.3293
C -3.7605 0.5740 0.9625
C -2.9983 1.0399 2.1998
C -1.7066 1.7522 1.8070
C -2.0004 2.9289 0.8824
C -2.7198 2.4450 -0.3731
C -4.0168 1.7305 -0.0042
H -4.7027 2.4272 0.4821
H -4.5048 1.3435 -0.9003
H -2.0737 1.7631 -0.9277
H -2.9457 3.2904 -1.0250
H -2.6265 3.6550 1.4069
H -1.0667 3.4248 0.6091
H -1.0563 1.0451 1.2909
H -1.1888 2.0954 2.7052
H -2.7756 0.1780 2.8320
H -3.6417 1.7193 2.7611
H -4.7181 0.1172 1.2466
C -2.6326 -2.3058 -1.0797
H -3.0974 -3.2884 -1.1460
H -2.3772 -1.9433 -2.0774
S -1.0783 -2.4825 -0.1643
C -0.3184 -1.0222 -0.7040
N -0.6815 -0.2981 -1.7303
N 0.1270 0.7630 -1.7761
C 0.9911 0.6829 -0.7966
N 0.7457 -0.4559 -0.0629
C 1.3611 -0.9633 1.1368
C 2.4630 -1.9287 0.8291
C 3.7415 -2.0285 1.2951
C 4.3073 -3.1547 0.6480
C 3.3324 -3.6474 -0.1615
O 2.2141 -2.9141 -0.0573
H 3.3110 -4.4785 -0.8373
H 5.3000 -3.5345 0.7713
H 4.2174 -1.3909 2.0124
H 1.7522 -0.1304 1.7263
H 0.5742 -1.4740 1.7081
C 2.0076 1.6863 -0.5465
C 1.7325 3.0121 -0.8880
C 2.7039 3.9687 -0.6549
N 3.8855 3.6958 -0.1248
C 4.1529 2.4377 0.1758
C 3.2616 1.3932 -0.0132
H 3.5538 0.3810 0.2166
H 5.1366 2.2552 0.5889
H 2.5324 5.0084 -0.9005
H 0.7807 3.2618 -1.3276
```

As for the SMILES: O=C(CSc1nnc(-c2ccncc2)n1Cc1ccco1)OC1CCCCC1. The highest occupied orbital energy comes out at -0.313 Ha. Its HOMO-LUMO gap is 8.890 eV. The energy above the lowest of the compared OMol25 structures with the same formula, charge and spin comes out at 325.9 kJ/mol.

Entry from OMol25: a structure of composition C20H22N4O4Ru (ωB97M-V/def2-TZVPD).

Structure (XYZ):
```
51
Properties=species:S:1:pos:R:3
Ru -0.9157 0.1831 0.0291
C -2.8710 4.1138 0.2323
O -2.1032 4.6232 1.3123
C -1.1460 3.9199 1.9652
C -0.5525 4.6222 3.0068
C 0.4522 4.0713 3.7859
C 0.8776 2.7884 3.5264
C 0.3048 2.0483 2.4842
C 0.8066 0.7013 2.3274
N 0.4194 -0.1323 1.4318
N 1.0105 -1.3926 1.4026
C 0.3211 -2.1807 0.6359
O -0.7736 -1.7908 0.0033
C 0.7459 -3.5826 0.4586
C 1.6249 -4.1720 1.3644
C 2.0269 -5.4838 1.1796
C 1.5595 -6.2098 0.0917
C 0.6795 -5.6264 -0.8090
C 0.2672 -4.3166 -0.6232
C -0.7234 2.6057 1.6843
O -1.3175 1.9366 0.6803
H -3.5410 4.9260 -0.0376
H -3.4560 3.2441 0.5303
H -2.2408 3.8620 -0.6203
H -0.9116 5.6266 3.1884
H 0.8897 4.6454 4.5901
H 1.6529 2.3318 4.1278
H 1.5774 0.3549 3.0097
H 1.9834 -3.5963 2.2062
H 2.7032 -5.9438 1.8874
H 1.8751 -7.2351 -0.0490
H 0.3071 -6.1966 -1.6496
H -0.4422 -3.8633 -1.3021
C -0.1276 -1.3053 -3.0681
C 0.8049 -0.3661 -2.3930
N 0.6090 0.3102 -1.2666
C 1.7416 1.0683 -1.0185
C 2.6281 0.8480 -2.0137
N 2.0247 -0.0539 -2.8608
H -0.9204 -1.5984 -2.3866
H 0.4064 -2.2016 -3.3836
H -0.5652 -0.8420 -3.9542
H 1.8177 1.7097 -0.1587
H 3.6134 1.2384 -2.1909
H 2.4288 -0.4377 -3.6992
C -2.4432 1.3332 -2.5635
O -2.4773 0.3880 -1.4750
H -2.9653 2.2488 -2.2924
H -2.8938 0.8865 -3.4479
H -1.3983 1.5642 -2.7508
H -3.3737 0.3279 -1.1278
```

As for the net charge: +1. The highest occupied orbital energy (alpha / beta) comes out at -0.394 / -0.397 Ha. Its HOMO-LUMO gap (alpha / beta) is 7.329 / 6.616 eV. The multiplicity is 2. The energy above the lowest of the compared OMol25 structures with the same formula, charge and spin comes out at 4.6 kJ/mol.

Entry from OMol25: a structure of composition C20H22NO6S2Tc (ωB97M-V/def2-TZVPD).

Structure (XYZ):
```
52
Properties=species:S:1:pos:R:3
Tc 1.3200 -1.3419 -1.2208
O -1.6674 -5.2472 2.5404
C -1.0585 -4.3899 1.6969
C -1.5054 -4.1946 0.3859
C -0.8052 -3.2995 -0.3952
N 0.2395 -2.6666 0.0953
C 0.6527 -2.7905 1.3437
C 0.0277 -3.6654 2.2023
C 1.7368 -1.7710 1.6757
O 2.1551 -1.6627 2.8054
O 2.0554 -0.9844 0.6756
C -1.1261 -2.8539 -1.8180
O -2.0743 -3.3238 -2.4017
O -0.3183 -1.9362 -2.2841
H -2.3898 -5.7009 2.0926
H -2.3675 -4.7103 -0.0177
H 0.3473 -3.7763 3.2281
S 2.7168 -2.8228 -1.8322
C -3.3615 -0.8038 2.7080
C -2.9597 0.6562 2.5222
C -2.2929 0.9224 1.1747
S -0.6509 0.1706 1.1225
O -0.2737 0.1469 -0.3455
C 0.3739 1.4567 1.9003
C 0.9954 2.4366 0.9169
C 0.0361 3.4617 0.3288
H -3.7833 -0.9693 3.6986
H -2.5031 -1.4688 2.5950
H -4.1096 -1.0950 1.9687
H -2.2995 0.9723 3.3349
H -3.8423 1.2952 2.5894
H -2.2092 1.9827 0.9444
H -2.8267 0.4257 0.3619
H 1.1532 0.8969 2.4193
H -0.2563 1.9445 2.6480
H 1.4788 1.8666 0.1222
H 1.7964 2.9491 1.4547
H -0.7016 2.9943 -0.3246
H 0.5808 4.1926 -0.2689
H -0.4962 4.0038 1.1140
C 1.8555 0.0073 -2.1309
C 2.1102 1.2301 -2.8225
C 3.3517 1.4420 -3.4302
C 3.5911 2.6304 -4.0966
C 2.6034 3.6060 -4.1603
C 1.3678 3.3962 -3.5603
C 1.1164 2.2117 -2.8920
H 4.1090 0.6716 -3.3699
H 4.5493 2.7988 -4.5694
H 2.7973 4.5335 -4.6830
H 0.6005 4.1572 -3.6190
H 0.1610 2.0155 -2.4238
```

The highest occupied orbital energy (alpha / beta) comes out at -0.284 / -0.284 Ha. Its HOMO-LUMO gap (alpha / beta) is 6.699 / 6.700 eV. The energy above the lowest of the compared OMol25 structures with the same formula, charge and spin comes out at 67.6 kJ/mol.

Computed values of E_tot (unit: eV) for the preceding records, in sequence: -41055.9761, -41056.3174, -32251.2410, -32264.5262, -47196.4451, -48318.5634, -44035.1377, -37823.3665, -58741.1726.